1.
{
  "formula": "C32H34Cl2FN6O5Pd",
  "method": "ωB97M-V with the def2-TZVPD basis set",
  "total_energy_ha": -3091.7328,
  "lumo_ha": [-0.293, -0.409],
  "s2": 6.0802,
  "gap_ev": [6.65, 3.82],
  "spin_multiplicity": 5,
  "charge": 3,
  "e_above_lowest_ev": 0.055,
  "homo_energy_ev": [-14.63, -14.95],
  "species": ["Pd", "F", "C", "C", "C", "C", "O", "C", "C", "N", "C", "C", "C", "C", "C", "C", "N", "C", "C", "N", "C", "C", "C", "O", "O", "H", "H", "H", "H", "H", "H", "H", "H", "H", "H", "H", "H", "H", "H", "H", "H", "H", "H", "Cl", "C", "C", "C", "Cl", "C", "C", "C", "C", "N", "C", "C", "O", "H", "H", "H", "H", "C", "N", "C", "C", "C", "N", "C", "C", "O", "H", "H", "H", "H", "H", "H", "H", "H", "H", "H", "H", "H"],
  "positions_angstrom": [[0.065, 0.195, 0.164], [-1.290, 3.999, -5.475], [-2.221, 3.402, -4.732], [-1.789, 2.724, -3.621], [-2.683, 2.041, -2.814], [-2.184, 1.334, -1.624], [-0.979, 1.337, -1.371], [-3.185, 0.660, -0.807], [-4.504, 0.716, -1.237], [-4.940, 1.324, -2.344], [-6.355, 1.092, -2.624], [-6.955, 1.037, -4.001], [-7.326, 2.153, -3.075], [-4.043, 2.053, -3.156], [-4.468, 2.780, -4.270], [-3.580, 3.462, -5.104], [-4.070, 4.169, -6.209], [-3.224, 5.094, -6.985], [-4.069, 5.799, -8.046], [-5.457, 5.996, -7.514], [-6.163, 4.667, -7.378], [-5.135, 3.589, -7.024], [-2.993, -0.129, 0.514], [-4.047, -0.477, 1.018], [-1.822, -0.321, 0.949], [-0.731, 2.702, -3.393], [-5.231, 0.198, -0.627], [-6.739, 0.378, -1.915], [-7.670, 0.240, -4.151], [-6.319, 1.218, -4.855], [-8.294, 2.118, -2.594], [-6.961, 3.155, -3.242], [-5.516, 2.856, -4.499], [-2.403, 4.598, -7.504], [-2.796, 5.832, -6.307], [-4.171, 5.217, -8.960], [-3.644, 6.767, -8.301], [-5.994, 6.620, -8.119], [-5.402, 6.449, -6.600], [-6.647, 4.453, -8.328], [-6.926, 4.787, -6.613], [-4.718, 3.138, -7.929], [-5.648, 2.792, -6.493], [4.755, 1.496, -1.271], [4.320, 0.447, -0.012], [5.282, -0.094, 0.821], [4.929, -0.954, 1.847], [6.147, -1.588, 2.842], [3.556, -1.324, 2.085], [3.138, -2.221, 3.084], [1.805, -2.524, 3.197], [0.892, -1.922, 2.325], [1.273, -1.071, 1.391], [2.581, -0.772, 1.259], [2.928, 0.147, 0.167], [2.038, 0.617, -0.578], [6.323, 0.153, 0.668], [3.863, -2.670, 3.749], [1.452, -3.218, 3.946], [-0.171, -2.126, 2.381], [-0.827, 1.138, 3.987], [-0.669, 2.484, 3.451], [-1.039, 3.609, 4.309], [-1.399, 4.808, 3.458], [-0.244, 5.100, 2.524], [0.121, 3.899, 1.775], [0.903, 4.099, 0.566], [-0.006, 2.658, 2.294], [0.507, 1.664, 1.702], [-1.707, 1.127, 4.626], [0.038, 0.836, 4.582], [-0.976, 0.430, 3.178], [-0.212, 3.855, 4.982], [-1.879, 3.295, 4.926], [-1.587, 5.672, 4.093], [-2.306, 4.602, 2.887], [0.621, 5.459, 3.092], [-0.501, 5.876, 1.802], [0.433, 4.881, -0.030], [0.950, 3.179, -0.009], [1.925, 4.412, 0.795]],
  "forces_ev_per_a": [[-0.147, 0.088, 0.403], [-0.061, 0.092, -0.124], [-0.105, 0.005, -0.084], [0.073, 0.018, -0.003], [-0.060, -0.065, 0.149], [-0.300, -0.032, -0.049], [-0.022, 0.237, -0.185], [-0.015, 0.051, -0.055], [-0.051, 0.008, -0.149], [-0.034, -0.092, 0.086], [0.045, 0.104, -0.047], [-0.063, -0.145, -0.059], [-0.009, 0.008, 0.052], [-0.060, 0.006, -0.044], [-0.055, 0.028, 0.027], [0.138, 0.070, 0.019], [0.035, 0.029, -0.017], [-0.007, -0.085, 0.114], [-0.007, 0.017, -0.003], [0.017, -0.024, 0.016], [-0.030, -0.008, -0.023], [-0.009, -0.016, 0.012], [-0.030, 0.108, -0.066], [0.011, 0.016, 0.075], [-0.078, -0.098, -0.099], [-0.010, 0.031, -0.008], [-0.013, -0.030, 0.016], [0.001, -0.023, 0.023], [-0.002, -0.003, -0.002], [-0.093, -0.093, 0.074], [0.002, 0.001, 0.002], [0.043, 0.019, -0.022], [0.161, 0.071, 0.067], [0.047, -0.061, 0.002], [0.032, -0.004, 0.030], [0.010, 0.000, -0.004], [-0.001, 0.005, 0.011], [0.002, -0.002, -0.018], [-0.006, 0.006, 0.004], [-0.007, 0.005, 0.002], [0.011, 0.003, 0.020], [0.000, 0.012, -0.013], [0.033, 0.012, -0.059], [0.000, 0.001, 0.002], [0.040, 0.007, 0.019], [0.011, 0.020, -0.010], [-0.029, -0.029, 0.037], [0.010, -0.005, 0.003], [0.075, -0.042, 0.038], [0.058, 0.015, -0.004], [-0.087, 0.010, -0.036], [-0.113, -0.025, 0.062], [0.376, -0.113, 0.077], [0.031, 0.054, -0.122], [-0.077, -0.118, 0.045], [0.271, 0.064, -0.040], [-0.002, 0.005, -0.006], [0.012, 0.003, -0.012], [-0.014, 0.004, 0.000], [0.010, -0.003, 0.031], [0.063, 0.000, 0.045], [-0.006, -0.064, -0.021], [-0.027, 0.023, -0.008], [0.043, 0.014, 0.029], [0.008, 0.006, 0.010], [-0.006, -0.024, -0.054], [0.089, 0.001, 0.020], [-0.175, 0.109, -0.001], [0.105, -0.183, -0.149], [0.004, -0.008, -0.004], [0.014, 0.016, -0.001], [-0.019, -0.001, -0.003], [0.001, -0.030, 0.016], [-0.015, 0.009, -0.022], [-0.015, 0.001, -0.007], [-0.001, -0.004, -0.001], [0.014, 0.009, -0.030], [-0.027, -0.007, 0.008], [-0.002, -0.007, -0.004], [-0.003, 0.010, -0.003], [-0.006, 0.012, 0.029]]
}

2.
{
  "formula": "C32H34FN2O5ReS6",
  "method": "ωB97M-V with the def2-TZVPD basis set",
  "total_energy_ha": -4292.8943,
  "lumo_ha": [0.046, 0.046],
  "s2": 3.7818,
  "gap_ev": [5.55, 5.87],
  "spin_multiplicity": 4,
  "charge": -1,
  "e_above_lowest_ev": 0.924,
  "homo_energy_ev": [-4.30, -4.63],
  "species": ["Re", "S", "S", "S", "S", "C", "C", "C", "C", "C", "C", "C", "C", "C", "C", "C", "C", "N", "C", "C", "C", "C", "C", "C", "F", "H", "H", "H", "H", "H", "H", "H", "H", "H", "H", "H", "H", "H", "H", "H", "H", "H", "H", "H", "H", "H", "O", "S", "O", "O", "S", "C", "O", "C", "C", "C", "C", "C", "C", "N", "C", "C", "C", "C", "C", "C", "C", "O", "H", "H", "H", "H", "H", "H", "H", "H", "H", "H", "H", "H", "H"],
  "positions_angstrom": [[0.227, 0.469, 0.145], [1.402, 0.468, 2.355], [0.729, 2.243, 3.163], [1.235, 3.496, 1.621], [-0.078, 2.811, 0.161], [3.518, 0.646, -3.547], [2.158, -0.054, -3.565], [2.169, -1.041, -4.742], [0.986, 0.912, -3.692], [1.079, 1.878, -4.687], [0.042, 2.757, -4.941], [-1.140, 2.606, -4.246], [-1.311, 1.630, -3.264], [-2.749, 1.491, -2.761], [-3.246, 0.056, -2.613], [-3.076, 2.323, -1.523], [-0.199, 0.830, -2.917], [-0.254, -0.071, -1.802], [-0.319, -1.425, -2.079], [-0.791, -1.997, -3.264], [-0.848, -3.374, -3.421], [-0.449, -4.235, -2.409], [0.016, -3.699, -1.213], [0.074, -2.340, -1.113], [0.518, -1.770, 0.087], [4.299, -0.115, -3.538], [3.651, 1.287, -2.674], [3.675, 1.253, -4.441], [2.059, -0.610, -2.633], [2.342, -0.503, -5.679], [1.239, -1.590, -4.833], [2.978, -1.767, -4.615], [1.983, 1.946, -5.279], [0.140, 3.521, -5.703], [-1.985, 3.242, -4.486], [-3.335, 1.931, -3.576], [-2.749, -0.489, -1.817], [-3.125, -0.500, -3.546], [-4.308, 0.067, -2.361], [-2.678, 1.872, -0.618], [-4.160, 2.370, -1.399], [-2.692, 3.342, -1.612], [-1.130, -1.342, -4.056], [-1.233, -3.779, -4.349], [-0.529, -5.306, -2.528], [0.277, -4.314, -0.363], [-2.350, -2.147, -0.059], [-2.994, -1.404, 1.012], [-4.271, -0.822, 0.655], [-2.953, -2.053, 2.305], [-1.763, 0.351, 1.331], [6.731, -0.106, -1.896], [5.857, -0.166, -0.784], [5.016, -1.225, -0.687], [4.932, -2.252, -1.616], [4.073, -3.321, -1.400], [3.306, -3.385, -0.249], [3.386, -2.363, 0.682], [4.222, -1.284, 0.464], [4.380, -0.322, 1.490], [4.460, 0.993, 1.440], [4.149, 1.899, 0.420], [4.800, 3.164, 0.492], [4.519, 4.162, -0.386], [3.513, 3.945, -1.358], [2.812, 2.780, -1.414], [3.079, 1.699, -0.517], [2.354, 0.647, -0.517], [7.304, 0.809, -1.772], [6.177, -0.057, -2.835], [7.408, -0.965, -1.911], [5.539, -2.226, -2.510], [4.007, -4.107, -2.140], [2.640, -4.217, -0.082], [2.776, -2.379, 1.577], [4.375, -0.709, 2.422], [4.835, 1.422, 2.365], [5.549, 3.309, 1.263], [5.034, 5.111, -0.333], [3.270, 4.738, -2.056], [2.017, 2.639, -2.134]],
  "forces_ev_per_a": [[0.134, 0.315, 0.553], [-0.084, 0.016, -0.186], [-0.024, 0.022, 0.042], [0.011, 0.004, -0.015], [-0.012, -0.142, -0.112], [0.071, -0.035, 0.135], [0.021, -0.094, 0.025], [0.030, 0.063, 0.021], [-0.068, 0.014, -0.046], [-0.023, 0.021, -0.019], [0.027, 0.002, -0.001], [-0.023, -0.003, 0.018], [0.008, -0.022, 0.001], [0.001, -0.029, -0.021], [-0.047, 0.007, 0.002], [0.012, 0.015, 0.025], [-0.063, -0.062, -0.025], [0.023, -0.030, -0.055], [0.036, 0.093, -0.027], [0.096, -0.006, -0.090], [0.016, 0.011, -0.028], [0.001, -0.014, 0.020], [-0.004, -0.012, -0.008], [0.010, 0.024, 0.023], [-0.034, -0.013, -0.022], [-0.014, -0.059, -0.009], [0.113, -0.310, -0.445], [0.022, -0.004, -0.010], [-0.010, 0.008, -0.033], [-0.002, -0.014, -0.004], [-0.143, -0.054, 0.019], [-0.002, 0.005, 0.011], [-0.005, 0.002, -0.009], [0.001, -0.002, -0.001], [0.003, 0.000, 0.000], [-0.003, -0.019, -0.005], [0.009, -0.015, 0.052], [-0.031, 0.026, 0.024], [-0.013, 0.012, -0.001], [0.072, -0.011, 0.063], [0.008, 0.003, -0.002], [0.010, 0.004, -0.001], [0.037, -0.013, -0.004], [0.002, 0.001, 0.003], [-0.001, 0.000, 0.000], [-0.011, 0.009, -0.005], [0.035, 0.015, -0.032], [-0.013, -0.075, -0.018], [0.020, 0.047, 0.002], [0.014, 0.000, -0.003], [0.057, 0.010, -0.211], [0.027, -0.017, 0.013], [-0.021, 0.025, -0.012], [0.029, 0.004, -0.014], [-0.019, 0.052, -0.053], [-0.022, -0.007, 0.004], [0.016, -0.010, 0.004], [-0.021, 0.023, 0.007], [-0.022, 0.024, -0.057], [0.076, 0.044, -0.017], [-0.108, -0.106, 0.079], [-0.083, 0.053, -0.073], [0.027, -0.023, 0.012], [0.022, -0.004, -0.015], [-0.036, 0.030, 0.013], [-0.106, 0.191, 0.214], [-0.040, 0.151, 0.244], [-0.021, -0.188, -0.038], [0.004, 0.000, 0.000], [0.047, -0.001, 0.030], [-0.002, -0.001, 0.000], [-0.006, 0.012, -0.029], [-0.003, 0.003, 0.001], [-0.020, -0.018, -0.001], [-0.004, 0.000, 0.002], [0.072, -0.007, -0.003], [-0.029, 0.006, 0.012], [-0.005, 0.007, 0.004], [0.002, -0.001, 0.004], [-0.003, 0.001, 0.002], [-0.021, 0.051, 0.072]]
}

3.
{
  "formula": "C32H34N4OSb2Se2Te2V",
  "method": "ωB97M-V with the def2-TZVPD basis set",
  "total_energy_ha": -8297.5390,
  "lumo_ha": [-0.026, -0.035],
  "s2": 3.7825,
  "gap_ev": [5.05, 5.13],
  "spin_multiplicity": 4,
  "charge": 0,
  "e_above_lowest_ev": 1.144,
  "homo_energy_ev": [-5.77, -6.07],
  "species": ["V", "C", "Sb", "C", "C", "C", "C", "C", "C", "C", "C", "C", "Sb", "C", "C", "H", "H", "H", "H", "H", "H", "H", "H", "H", "H", "H", "H", "H", "H", "H", "H", "H", "H", "H", "H", "Se", "Te", "Te", "Se", "C", "O", "C", "C", "C", "C", "C", "C", "C", "N", "C", "C", "N", "C", "C", "C", "C", "N", "C", "C", "N", "C", "C", "C", "C", "H", "H", "H", "H", "H", "H", "H", "H", "H", "H", "H", "H", "H", "H"],
  "positions_angstrom": [[0.464, 2.615, 0.356], [-4.313, 1.620, -0.822], [-2.614, 0.923, 0.305], [-2.939, -1.194, -0.043], [-3.604, 0.815, 2.293], [-4.810, 1.687, 2.352], [-6.027, 1.179, 1.895], [-7.165, 1.963, 1.820], [-7.096, 3.295, 2.200], [-5.907, 3.800, 2.700], [-4.758, 3.016, 2.817], [-3.544, 3.588, 3.468], [-1.828, 3.944, 2.153], [-0.938, 5.329, 3.552], [-2.916, 5.513, 1.155], [-5.162, 0.958, -0.672], [-4.047, 1.647, -1.878], [-4.578, 2.624, -0.491], [-4.009, -1.392, -0.094], [-2.504, -1.755, 0.784], [-2.466, -1.516, -0.970], [-2.862, 1.066, 3.050], [-3.870, -0.236, 2.395], [-6.074, 0.139, 1.588], [-8.095, 1.540, 1.463], [-7.968, 3.932, 2.130], [-5.867, 4.831, 3.033], [-3.191, 2.939, 4.273], [-3.771, 4.565, 3.894], [-1.692, 6.043, 3.881], [-0.135, 5.860, 3.046], [-0.521, 4.802, 4.409], [-3.527, 6.028, 1.898], [-3.558, 5.108, 0.373], [-2.208, 6.202, 0.706], [1.821, 3.194, 2.120], [2.777, 5.502, 2.004], [1.804, 6.348, -0.409], [-0.075, 4.740, -0.788], [5.370, -9.382, -3.584], [5.935, -8.113, -3.855], [5.334, -7.030, -3.317], [5.926, -5.798, -3.599], [5.383, -4.635, -3.099], [4.233, -4.667, -2.305], [3.658, -5.900, -2.019], [4.196, -7.075, -2.517], [3.615, -3.447, -1.794], [2.797, -3.361, -0.773], [2.457, -2.040, -0.681], [3.090, -1.303, -1.669], [3.823, -2.220, -2.372], [2.944, 0.105, -1.834], [3.581, 0.892, -2.796], [3.341, 2.250, -2.788], [2.463, 2.798, -1.862], [1.814, 2.070, -0.951], [2.074, 0.733, -0.923], [1.446, -0.004, 0.131], [0.714, 0.742, 0.995], [0.189, 0.131, 2.055], [0.328, -1.231, 2.288], [1.047, -2.005, 1.399], [1.633, -1.391, 0.291], [5.998, -10.107, -4.093], [4.352, -9.454, -3.974], [5.369, -9.597, -2.513], [6.819, -5.785, -4.210], [5.890, -3.700, -3.308], [2.776, -5.926, -1.394], [3.716, -8.016, -2.285], [4.390, -2.041, -3.181], [4.250, 0.448, -3.522], [3.824, 2.905, -3.500], [2.274, 3.861, -1.855], [-0.339, 0.772, 2.752], [-0.123, -1.671, 3.166], [1.187, -3.067, 1.552]],
  "forces_ev_per_a": [[-2.521, 1.264, -0.194], [0.173, -0.065, 0.132], [-0.384, -0.246, -0.193], [0.086, 0.180, -0.093], [0.281, 0.100, -0.257], [-0.156, 0.100, 0.061], [0.039, 0.019, 0.005], [-0.035, -0.002, -0.027], [0.011, 0.003, 0.001], [0.006, 0.034, 0.011], [-0.127, -0.139, -0.045], [0.215, -0.262, -0.012], [-0.192, 1.016, 0.316], [0.020, -0.231, -0.203], [-0.042, -0.210, -0.007], [-0.026, 0.008, 0.001], [0.038, 0.016, 0.017], [-0.014, -0.004, -0.012], [0.000, -0.006, 0.021], [0.011, -0.004, 0.001], [-0.017, 0.004, 0.001], [0.014, -0.018, -0.006], [0.001, -0.014, 0.006], [0.010, 0.006, -0.012], [0.008, 0.004, -0.005], [-0.001, -0.003, 0.006], [0.008, -0.014, 0.018], [-0.029, 0.021, 0.026], [0.024, -0.001, 0.041], [-0.076, -0.066, -0.029], [0.044, -0.019, -0.006], [0.008, -0.028, -0.028], [-0.014, -0.035, 0.002], [0.002, 0.026, 0.002], [0.050, 0.001, -0.020], [1.471, 0.357, 1.709], [0.042, 0.278, 0.053], [0.159, -0.036, -0.073], [-0.568, 0.793, -0.420], [-0.022, -0.106, -0.015], [0.061, -0.037, -0.044], [-0.048, 0.166, 0.052], [0.059, -0.051, -0.060], [-0.035, -0.027, 0.050], [0.054, -0.171, -0.098], [-0.001, 0.165, 0.047], [-0.035, -0.135, 0.008], [-0.036, 0.248, 0.027], [-0.073, -0.234, 0.109], [0.337, 0.250, -0.360], [-0.278, -0.267, 0.315], [0.145, -0.066, -0.058], [-0.163, 0.064, 0.118], [-0.092, 0.251, 0.055], [0.204, -0.347, -0.123], [-0.143, 0.153, 0.159], [1.261, -0.982, -1.452], [0.386, 0.101, -0.433], [-0.068, -0.343, 0.367], [0.124, -1.928, 0.475], [0.106, 0.178, 0.009], [0.079, -0.184, -0.042], [-0.059, -0.013, 0.019], [-0.091, 0.365, 0.070], [0.012, 0.010, -0.001], [0.002, 0.015, 0.019], [-0.005, 0.017, -0.004], [-0.002, 0.015, 0.016], [-0.031, 0.017, -0.004], [-0.013, -0.019, -0.026], [0.019, 0.034, 0.012], [-0.022, -0.027, -0.030], [0.017, 0.023, -0.004], [-0.007, 0.018, 0.014], [-0.079, -0.001, 0.051], [-0.066, -0.008, -0.039], [0.006, 0.028, 0.019], [-0.025, 0.001, -0.004]]
}